[1]
Density functional theory data (ωB97M-V/def2-TZVPD) for C2H2N2O in the gas phase in a non-equilibrium geometry.

Results
Kohn-Sham gap   0.357 hartree

Each line ends with the natural charge from an NBO analysis.
Element x y z (Å)
O1 0.903 1.144 -0.100  -0.434
C1 1.082 -0.109 0.002  0.447
N1 0.056 -0.951 0.058  -0.566
C2 -1.026 -0.135 -0.018  0.135
N2 -1.046 1.125 -0.115  -0.040
H1 2.091 -0.547 0.050  0.202
H2 -2.094 -0.387 -0.014  0.256

***

[2]
Density functional theory data (ωB97M-V/def2-TZVPD) for a molecular structure, C2H2N2O in a non-equilibrium geometry.

Results
Kohn-Sham gap   0.409 hartree

Each line ends with the natural charge from an NBO analysis.
Element x y z (Å)
C1 1.012 -0.944 -0.592  0.398
C2 -0.940 -0.910 0.878  0.949
N1 1.913 -0.809 -1.321  -0.314
N2 0.039 -1.380 0.140  -0.598
O1 -1.890 -0.523 1.550  -0.434
H1 -0.137 1.902 -0.262  -0.029
H2 0.002 2.664 -0.393  0.029

***

The records above give, respectively, energy above the lowest of the compared OMol25 structures with the same formula, charge and spin values of 260.8; 232.0 kJ/mol.
The records above give, respectively, HOMO level values of -10.781; -11.126 eV.
The records above give, respectively, DFT total energy values of -262.0646; -262.0756 a.u..